[1]
Density functional theory data (ωB97M-V/def2-TZVPD) for a molecular structure, C2H4ClN2PS3 at a distorted geometry.

Each line ends with the Löwdin charge.
Cartesian coordinates (Å):
C (-2.34, -1.69, 0.12)  -0.671
C (0.71, 0.66, -0.09)  -0.375
N (-1.46, -0.77, 0.33)  -0.499
N (-2.16, 0.98, 0.08)  -0.220
P (-3.43, 0.70, -0.74)  -0.444
S (-4.82, 2.07, -0.47)  0.148
S (-3.98, -1.44, -0.22)  0.701
S (0.12, -0.79, 0.79)  0.917
Cl (-2.83, 0.50, -2.65)  0.244
H (-1.97, -2.80, 0.36)  0.136
H (0.77, 0.64, -1.24)  0.096
H (1.69, 0.88, 0.07)  0.002
H (0.17, 1.46, 0.17)  -0.034

## Properties
**Frontier orbital gap**: 7.58 eV



[2]
Density functional theory data (ωB97M-V/def2-TZVPD) for C2H4ClNO in the gas phase at a distorted geometry.

Each line ends with the Löwdin charge.
Cartesian coordinates (Å):
H (1.23, 2.21, 0.01)  0.008
N (0.42, 1.72, 0.09)  0.117
C (0.52, 0.49, -0.05)  -0.807
Cl (1.97, -0.43, 0.00)  0.712
C (-0.76, -0.33, 0.03)  -0.315
O (-0.59, -1.70, 0.12)  -0.113
H (-1.47, 0.14, -0.59)  0.096
H (-1.19, 0.07, 1.04)  0.162
H (-0.12, -2.16, -0.67)  0.139

## Properties
**Structure (SMILES)**: [H]/N=C(\Cl)CO
**Frontier orbital gap**: 11.11 eV



[3]
Density functional theory data (ωB97M-V/def2-TZVPD) for C2H4ClNO in the gas phase at a distorted geometry.

Each line ends with the Löwdin charge.
Cartesian coordinates (Å):
C (1.51, -0.98, 0.07)  -0.607
C (-0.22, 0.69, 0.18)  -0.265
N (-1.28, 0.45, -0.66)  0.050
O (0.56, -0.48, 0.82)  -0.225
Cl (2.34, -2.31, 0.76)  0.581
H (-2.04, -0.16, -0.34)  0.113
H (0.62, 1.12, -0.43)  0.126
H (-0.50, 1.27, 1.19)  0.164
H (-0.99, 0.41, -1.59)  0.063

## Properties
**Multiplicity**: 3
**Frontier orbital gap (alpha / beta)**: 7.69 / 9.18 eV



[4]
Density functional theory data (ωB97M-V/def2-TZVPD) for C2H4ClNS in the gas phase.

Each line ends with the Löwdin charge.
Cartesian coordinates (Å):
C (-0.16, 0.25, -1.52)  -0.381
S (-0.01, 1.38, -0.10)  0.854
C (0.12, 0.30, 1.24)  -0.673
N (0.17, -0.95, 1.07)  -0.506
Cl (0.29, -1.95, 2.45)  0.538
H (0.71, -0.41, -1.54)  0.036
H (-1.07, -0.33, -1.40)  0.036
H (-0.20, 0.88, -2.40)  0.030
H (0.15, 0.82, 2.20)  0.066

## Properties
**Structure (SMILES)**: CS/C=N/Cl
**Frontier orbital gap**: 9.83 eV



[5]
Density functional theory data (ωB97M-V/def2-TZVPD) for 2 unconnected molecules or ions with the total composition C2H4ClO2S at a distorted geometry.

Each line ends with the Löwdin charge.
Cartesian coordinates (Å):
C (-0.11, 1.39, -0.43)  -0.098
C (0.50, 0.42, 0.54)  -0.464
O (-0.88, -1.30, -0.91)  -0.488
O (1.37, -0.50, -0.14)  -0.348
S (-0.02, -1.36, 0.26)  0.903
Cl (-0.78, -4.27, 1.20)  -0.767
H (0.24, 2.43, -0.44)  0.079
H (-1.12, 1.44, -0.10)  0.065
H (-0.10, 0.91, -1.36)  0.048
H (0.89, 0.85, 1.38)  0.072

## Properties
**Total charge**: -1
**Frontier orbital gap**: 7.32 eV



[6]
Density functional theory data (ωB97M-V/def2-TZVPD) for a molecular structure, C2H4ClOP at a distorted geometry.

Each line ends with the Löwdin charge.
Cartesian coordinates (Å):
C (-0.75, 0.27, -0.13)  -0.280
C (1.15, -0.50, 1.06)  -0.071
O (-0.21, -0.60, 0.62)  -0.200
P (-2.42, -0.16, -1.76)  0.273
Cl (-2.25, 1.50, -2.86)  -0.041
H (-0.14, 1.04, -0.61)  0.017
H (1.57, -1.55, 1.20)  0.107
H (1.21, -0.05, 2.08)  0.097
H (1.85, 0.05, 0.39)  0.099

## Properties
**Frontier orbital gap (alpha / beta)**: 7.73 / 6.37 eV



[7]
Density functional theory data (ωB97M-V/def2-TZVPD) for C2H4ClOPS in the gas phase at a distorted geometry.

Each line ends with the Löwdin charge.
Cartesian coordinates (Å):
C (0.77, 0.96, -0.63)  -0.290
C (-0.97, -0.55, 0.75)  -0.594
O (-3.70, -1.53, 0.38)  -0.532
P (-2.88, -0.65, -0.48)  0.416
S (-0.26, 1.02, 0.71)  0.905
Cl (-3.50, 1.32, -0.08)  0.077
H (0.80, 0.13, -1.23)  -0.018
H (1.02, 1.96, -1.04)  0.032
H (-1.19, -0.81, 1.70)  -0.021
H (-0.55, -1.42, 0.29)  0.025

## Properties
**Frontier orbital gap (alpha / beta)**: 6.32 / 7.22 eV



[8]
Density functional theory data (ωB97M-V/def2-TZVPD) for 2 unconnected molecules or ions with the total composition C2H4ClP at a distorted geometry.

Each line ends with the Löwdin charge.
Cartesian coordinates (Å):
C (-0.56, 0.55, -0.39)  -0.066
C (0.66, -0.06, -0.33)  -0.066
P (-2.59, 0.33, 4.36)  0.090
Cl (-2.04, -1.48, 4.95)  -0.088
H (-0.96, 1.41, 0.10)  0.029
H (-1.29, 0.02, -0.99)  0.033
H (0.66, -1.02, -0.84)  0.030
H (1.54, 0.04, 0.29)  0.038

## Properties
**Frontier orbital gap (alpha / beta)**: 7.05 / 7.04 eV



Energy above the lowest of the compared OMol25 structures with the same formula, charge and spin: 27.5, 33.1, 12.2, 29.6, 12.9, 103.6, 61.3, 55.7 (kcal per mole)